--- w ---
ORCA calculation (wB97M-V/def2-TZVPD) on 2 unconnected molecules or ions with the total composition C5H6N2.

```
13
Properties=species:S:1:pos:R:3
N 2.341 -1.357 0.821
N -1.390 -0.816 0.296
C -2.322 -0.002 0.596
C 1.412 1.493 -1.429
C 1.551 0.495 -0.566
C -1.655 0.198 -0.704
C 1.887 -0.381 0.267
H 2.299 2.080 -1.940
H -2.225 -0.164 -1.653
H -1.118 1.054 -0.849
H 0.381 1.673 -1.913
H -3.061 0.205 1.466
H 1.645 -2.019 1.140
```

Its HOMO energy is -8.8 eV. As for the SMILES: C=C=C=N.C1=NC1. As for the HOMO-LUMO gap: 8.77 eV. As for the multiplicity: 1. The total charge is 0.

---

--- x ---
ORCA calculation (wB97M-V/def2-TZVPD) on a single C5H6N2 molecule.

```
13
Properties=species:S:1:pos:R:3
N -0.037 -1.362 -0.398
N 1.155 1.164 -0.100
C -1.180 -0.516 -0.078
C 1.857 0.107 0.148
C 1.212 -1.152 -0.204
C 0.071 1.422 -0.647
C -1.150 1.043 0.125
H -1.932 -0.748 -0.836
H -2.069 1.470 -0.283
H -1.565 -0.927 0.864
H -1.071 1.301 1.187
H 2.848 0.177 0.581
H 1.866 -2.016 -0.355
```

Its HOMO energy (alpha / beta) is -8.4 / -8.4 eV. As for the HOMO-LUMO gap (alpha / beta): 8.50 / 8.50 eV. As for the multiplicity: 1. The total charge is 0.

---

--- y ---
ORCA calculation (wB97M-V/def2-TZVPD) on a molecular structure, C5H6N2.

```
13
Properties=species:S:1:pos:R:3
N 1.246 0.408 0.355
N -1.850 0.394 1.551
C 0.326 -0.769 0.713
C 0.674 0.283 -1.004
C -0.777 0.197 0.919
C 0.020 1.169 -0.011
C 0.170 -1.125 -0.780
H 1.235 0.654 -1.858
H -1.889 1.276 1.044
H 0.650 -1.493 1.453
H 0.907 -1.864 -1.082
H 0.120 2.259 -0.159
H -0.831 -1.390 -1.141
```

Its HOMO energy is -9.8 eV. As for the HOMO-LUMO gap: 10.84 eV. As for the multiplicity: 1. The total charge is 0.

---

Computed stability ranking, most favorable first: x, y, w

---

--- w ---
ORCA calculation (wB97M-V/def2-TZVPD) on a molecular structure, C5H6N2.

```
13
Properties=species:S:1:pos:R:3
N 0.338 0.594 0.637
N -1.651 -0.338 0.020
C -1.600 1.014 -0.338
C -0.411 1.580 -0.007
C 0.572 -1.547 0.466
C -0.517 -0.521 0.619
C 1.206 -0.309 -0.215
H 2.277 -0.121 -0.181
H 1.072 -1.816 1.400
H 0.346 -2.428 -0.133
H 0.810 -0.145 -1.225
H -0.023 2.578 -0.154
H -2.418 1.460 -0.888
```

Its HOMO energy is -8.9 eV. As for the HOMO-LUMO gap: 9.97 eV. As for the multiplicity: 1. The total charge is 0.

---

--- x ---
ORCA calculation (wB97M-V/def2-TZVPD) on a single C5H6N2 molecule.

```
13
Properties=species:S:1:pos:R:3
N 1.739 -1.168 -0.033
N 1.628 1.189 0.000
C 0.266 1.167 0.067
C 0.387 -1.193 0.043
C -1.944 -0.019 -0.066
C -0.412 -0.090 0.007
C 2.227 0.034 -0.059
H 3.348 0.143 -0.129
H -2.381 0.109 0.984
H -2.250 -0.971 -0.465
H -2.304 0.743 -0.836
H -0.193 2.169 0.160
H -0.110 -2.113 0.326
```

Its HOMO energy is -9.8 eV. As for the SMILES: Cc1cncnc1. As for the HOMO-LUMO gap: 10.36 eV. As for the multiplicity: 1. The total charge is 0.

---

--- y ---
ORCA calculation (wB97M-V/def2-TZVPD) on a single C5H6N2 molecule.

```
13
Properties=species:S:1:pos:R:3
N 1.064 -0.770 -1.632
N -1.360 2.718 0.362
C 0.511 0.415 -1.458
C -0.454 -0.475 0.827
C -0.935 1.644 0.016
C -0.339 0.514 -0.289
C 0.583 -1.133 1.333
H 1.569 -0.942 -2.488
H 0.450 -1.974 1.997
H -2.230 3.118 0.040
H -1.465 -0.729 1.140
H 1.603 -0.841 1.121
H 1.004 -1.546 -0.969
```

Its HOMO energy is -8.0 eV. As for the HOMO-LUMO gap: 9.02 eV. As for the multiplicity: 1. The total charge is 0.

---

Computed stability ranking, most favorable first: x, w, y

---

--- w ---
ORCA calculation (wB97M-V/def2-TZVPD) on a molecular structure, C5H6N2.

```
13
Properties=species:S:1:pos:R:3
N -0.308 -1.889 0.052
N -1.068 -0.070 -1.134
C 1.419 -0.145 1.528
C -0.700 1.141 -1.096
C 0.147 1.422 -0.056
C -0.316 -0.671 -0.147
C 0.503 0.376 0.564
H 0.897 -0.263 2.662
H -1.113 -2.055 -0.429
H 2.727 0.390 1.580
H 0.049 2.541 0.139
H -0.827 1.755 -2.153
H 1.567 -1.392 1.023
```

Its HOMO energy is -9.7 eV. As for the HOMO-LUMO gap: 9.03 eV. As for the multiplicity: 1. The total charge is 0.

---

--- x ---
ORCA calculation (wB97M-V/def2-TZVPD) on a single C5H6N2 molecule.

```
13
Properties=species:S:1:pos:R:3
N -0.445 0.060 -1.605
N -0.442 -1.087 -2.344
C 0.374 1.368 1.481
C 0.500 -0.847 0.578
C 0.136 1.483 0.122
C 0.621 -0.012 1.696
C 0.112 0.110 -0.406
H 0.233 2.121 2.322
H -1.427 -1.124 -2.842
H -0.447 -1.995 -1.724
H 0.861 -0.429 2.743
H -0.552 2.226 -0.392
H 0.476 -1.875 0.369
```

Its HOMO energy is -8.5 eV. As for the SMILES: NN=C1C=CC=C1. As for the HOMO-LUMO gap: 8.06 eV. As for the multiplicity: 1. The total charge is 0.

---

Computed stability ranking, most favorable first: x, w

---

--- w ---
ORCA calculation (wB97M-V/def2-TZVPD) on a gas-phase ion, C4H10NOS (charge +1).

```
17
Properties=species:S:1:pos:R:3
S 1.077 1.974 1.201
O -0.588 0.278 2.589
N -0.246 -0.708 -0.510
C 0.493 -0.193 -1.687
C 0.645 -0.807 0.722
C -0.041 0.445 1.409
C -1.140 0.269 0.098
H 1.290 -0.946 -1.699
H 0.834 0.909 -1.353
H -1.243 1.212 -0.584
H -2.130 -0.015 0.369
H -0.170 -0.342 -2.594
H -0.745 -1.634 -0.764
H 1.718 -0.812 0.465
H 0.448 -1.766 1.387
H -0.035 0.432 3.366
H 0.351 2.893 1.671
```

Its HOMO energy is -13.5 eV. As for the SMILES: C[N@H+]1C[C@@](O)(S)C1. As for the HOMO-LUMO gap: 10.18 eV. As for the multiplicity: 1. The total charge is +1.

---

--- x ---
ORCA calculation (wB97M-V/def2-TZVPD) on a gas-phase ion, C4H10NOS (charge +1).

```
17
Properties=species:S:1:pos:R:3
S -0.589 0.051 -2.493
O 1.243 1.104 2.582
N 1.597 0.713 0.047
C -1.265 -0.841 -0.968
C 0.206 0.426 0.553
C 0.263 0.646 2.057
C -0.266 -0.986 0.143
H 2.272 0.054 0.420
H -0.676 0.469 2.590
H -1.747 0.195 -3.150
H -2.161 -0.312 -0.642
H 1.883 1.679 0.224
H 1.565 0.623 -0.975
H -1.597 -1.809 -1.351
H -0.732 -1.520 0.973
H -0.535 1.150 0.217
H 0.539 -1.642 -0.227
```

Its HOMO energy is -13.3 eV. As for the SMILES: [NH3+][C@H](C=O)CCS. As for the HOMO-LUMO gap: 9.72 eV. As for the multiplicity: 1. The total charge is +1.

---

Computed stability ranking, most favorable first: x, w